Below is 8 unconnected molecules or ions with the total composition C37H72BClN4O11PS, with properties calculated with ωB97M-V/def2-TZVPD.

Values from the calculation:
HOMO-LUMO gap = 7.54 eV
Highest occupied orbital energy = -10.5 eV
Spin multiplicity = 1
Total charge = +1

Geometry as XYZ:
```
128
Properties=species:S:1:pos:R:3:mulliken_charge:R:1
H -3.543 -2.651 -5.111 0.30
C -4.096 1.296 -4.233 -0.19
H -1.033 -0.263 6.062 0.14
C 1.307 2.387 1.007 1.08
C -1.836 -1.634 2.493 -0.56
H 0.954 -2.489 8.567 0.26
C -5.303 -0.575 8.062 -0.61
H 1.443 -0.311 -2.252 0.38
H 5.201 0.430 -5.486 -0.10
O -3.767 1.361 -1.890 -0.45
C -1.705 -1.840 -4.286 -0.12
H 8.243 -2.133 -6.738 0.36
H 7.777 3.327 -0.556 0.39
C 2.717 2.356 -1.144 0.36
O 6.799 3.642 -5.096 -0.57
H -4.802 -4.624 -1.614 0.46
H 5.527 -1.920 -6.856 0.38
H -6.476 -3.564 -3.050 0.48
C 6.259 -1.211 -6.474 -0.67
C -1.132 -4.128 -4.193 -0.59
H -5.019 -1.455 7.480 0.26
H -6.811 -2.839 -0.767 0.42
H 0.330 -2.577 -4.706 0.30
C -2.734 0.543 2.284 -0.42
O -1.379 0.675 2.753 -0.47
H 0.519 -1.288 9.797 0.33
H -4.074 -2.228 10.021 0.26
H -2.174 1.456 -3.190 -0.17
C -0.748 -1.254 8.012 -0.32
C -3.867 -2.739 -1.141 0.34
H -5.891 2.272 -3.533 0.28
C 6.912 2.539 -2.748 -1.42
O 1.510 -0.215 -3.217 -0.41
H -0.194 -0.770 3.649 0.13
C -4.448 -1.209 10.171 -0.42
H -0.020 -0.599 1.890 0.15
C 6.710 3.399 -0.381 -0.51
H 5.155 -1.113 -4.606 0.14
C -4.479 -3.719 -2.132 -1.22
H 1.697 -0.009 6.158 0.24
H -0.626 -4.246 -3.229 0.29
H 6.057 4.115 -5.490 0.30
H 4.548 1.724 -3.611 0.07
C 6.441 2.707 0.865 -0.61
C -4.072 0.258 8.391 -0.03
C 0.949 0.007 6.953 -0.45
H -3.185 2.914 -3.103 0.32
H 0.776 1.515 -0.874 0.26
H -6.328 -0.182 9.920 0.25
C -0.284 -0.823 6.623 -0.04
S 2.482 1.458 -5.335 -0.41
C -2.844 -0.844 1.665 0.02
H -1.475 -2.534 1.998 0.38
H 6.580 1.644 -3.261 0.37
C 5.773 -0.467 -5.242 0.11
H 2.344 3.925 2.130 0.35
H -6.627 -1.264 -1.561 0.29
H 0.680 1.049 7.156 0.30
H -1.302 -0.446 8.489 0.05
H -3.321 0.235 7.598 -0.02
O -3.513 -0.296 9.586 -0.37
H 8.665 -1.195 -4.197 0.31
H -6.402 -1.883 9.453 0.35
H -0.868 -2.913 -5.960 0.31
H -5.387 -2.214 -3.386 -0.03
O -2.539 -4.022 -3.953 -0.39
H -2.952 1.343 1.575 0.22
H 0.864 3.251 -0.877 0.25
H -2.525 -0.819 0.621 -0.27
C -3.201 1.817 -3.118 -0.03
C -5.458 1.270 -3.543 -0.78
H 8.704 -0.067 -5.564 0.30
C 8.083 -0.787 -5.023 -0.54
C -6.134 -2.216 -1.360 -0.69
H 6.489 4.456 -0.293 0.37
H -6.049 -0.019 7.495 0.36
O 6.939 -0.093 -4.499 -0.41
C -0.714 -2.834 -4.882 -0.64
H -5.763 1.235 -1.373 0.46
O 0.315 1.981 -3.419 -0.26
C 1.367 2.353 -0.518 -0.71
H 7.296 -2.763 -5.387 0.25
C 5.959 2.297 1.877 0.01
O 1.509 -0.554 8.139 -0.44
H -2.279 -1.924 3.448 0.22
C -5.082 0.846 -2.129 0.43
C 7.539 -1.862 -5.954 -0.62
H -6.174 0.595 -4.010 0.41
H -3.327 -3.239 -0.334 0.42
C -5.693 -2.938 -2.626 0.11
C 0.579 -1.472 8.725 -0.61
H -3.801 0.282 -4.511 -0.23
H -4.512 -1.019 11.242 0.27
C -5.771 -0.996 9.451 -0.56
H -4.339 1.302 8.587 0.28
H -3.853 -1.247 1.699 0.43
H -0.001 -1.700 6.034 0.15
H -5.046 -0.244 -2.035 -0.68
H -3.618 -2.364 -3.361 -1.93
H -3.788 -4.010 -2.922 0.48
H -0.936 -5.014 -4.797 0.29
H -1.375 -1.532 -3.289 0.02
O 6.712 5.073 -3.174 -0.56
H -3.403 0.649 3.143 0.25
H 7.946 2.431 -2.445 0.54
C -0.739 -0.606 2.720 -0.10
N 3.853 2.754 -0.659 -0.46
N 4.171 2.012 -2.716 0.10
H -3.180 -2.041 -1.639 -0.18
H 5.519 1.972 2.782 0.50
H 1.322 4.547 0.820 0.37
O -4.949 -1.982 -0.591 -0.46
C -2.968 -2.679 -4.179 1.55
H 5.798 5.377 -3.187 0.31
N 2.836 1.900 -2.441 0.11
H 0.352 2.934 -3.254 0.33
H 0.600 3.961 2.297 0.39
C 4.796 2.533 -1.642 0.21
N 6.073 2.798 -1.559 0.57
B 6.805 3.803 -3.741 0.75
Cl 2.479 1.270 1.749 -0.19
H -1.849 -0.943 -4.887 0.35
C 1.411 3.796 1.598 -1.53
H 6.498 -0.504 -7.271 0.30
H -4.065 1.917 -5.127 0.49
H 0.335 2.002 1.290 -0.13
H -1.379 -2.141 8.011 0.39
P 1.723 1.308 -3.597 0.54
```